109
Properties=species:S:1:pos:R:3 method="wB97M-V/def2-TZVPD" gap_ev=7.65 e_homo_ev=-3.3 e_above_lowest_kcal_mol=0.0 charge=-2 lumo_energy_ev=4.38
S 0.0600 0.1164 0.0312
O -0.4200 -0.5446 -1.2778
O 1.3910 -0.3176 0.2372
O 0.0450 1.5454 -0.1888
O -0.7760 -0.2716 1.1262
N -1.0020 3.5974 -1.3968
C -0.9660 3.8044 -2.8238
C -1.3720 5.2124 -3.0748
C -1.5940 5.7494 -1.6728
C -1.3040 4.6834 -0.7028
H -0.5230 2.5614 -1.0418
H -0.7460 3.1354 -3.6988
H -1.4990 5.6694 -3.9918
H -1.7850 6.7084 -1.2988
H -1.4100 4.6224 0.2842
N -3.2410 1.0544 1.3672
C -4.1870 1.0434 2.3712
C -5.2900 1.9864 1.8772
C -4.8550 2.4324 0.4672
C -3.5220 1.8214 0.3152
H -2.2660 0.6704 1.5862
H -3.8770 0.3624 3.1132
H -6.1320 2.2804 2.3492
H -5.3200 2.9624 -0.4608
H -2.8740 1.9014 -0.4078
N 3.4910 -1.4876 -0.5568
C 4.4370 -1.7726 0.4022
C 5.4200 -2.6936 -0.3298
C 4.9290 -2.8906 -1.6068
C 3.6690 -1.9686 -1.8148
H 2.6760 -0.8096 -0.3898
H 4.1870 -1.3936 1.4962
H 6.2950 -3.1996 0.3782
H 5.2670 -3.4886 -2.4518
H 2.8950 -1.9156 -2.4888
N -0.5670 -3.0756 -1.3308
C -1.4750 -3.8936 -0.8168
C -1.3280 -5.2466 -1.3078
C -0.0100 -5.1236 -2.1628
C 0.3700 -3.7056 -2.1958
H -0.5700 -2.0116 -1.3698
H -2.3720 -3.3376 -0.2058
H -1.8460 -5.9766 -0.9738
H 0.4450 -5.9386 -2.7168
H 1.1790 -3.2246 -2.6258
N -1.8690 -2.0286 2.5202
C -3.2920 -2.2776 2.6342
C -3.5120 -3.2906 3.6442
C -2.0750 -3.6656 4.2072
C -1.1600 -2.7226 3.4452
H -1.3650 -1.3626 1.7812
H -3.9500 -1.8976 1.7912
H -4.3430 -3.9526 3.9622
H -1.8360 -4.3716 4.8972
H -0.0880 -2.6546 3.5202
N 2.1210 -0.1556 2.8262
C 2.4950 -1.1016 3.7822
C 2.5390 -0.6056 5.1222
C 2.2120 0.8414 4.9112
C 1.9820 1.1094 3.3882
H 1.8570 -0.2346 1.7832
H 2.5450 -2.1016 3.4052
H 2.9720 -1.2356 6.0542
H 2.0610 1.7534 5.6932
H 1.4660 1.8934 2.9512
N -2.5050 0.1604 -2.7638
C -3.9460 -0.0716 -2.4938
C -4.6460 0.4104 -3.7728
C -3.6470 0.8574 -4.6828
C -2.3740 0.6794 -3.9988
H -1.7840 -0.2196 -1.9998
H -4.0380 -0.5326 -1.4648
H -5.7380 0.4224 -3.8908
H -4.0220 1.4964 -5.7728
H -1.3850 0.8214 -4.1778
N 2.2310 2.8744 0.4302
C 3.4260 2.1084 0.4602
C 4.6030 3.0794 0.8022
C 3.8520 4.3824 0.9612
C 2.4560 4.2604 0.4202
H 1.2140 2.4094 0.1852
H 3.4800 0.9874 0.3682
H 5.7130 2.9014 0.8362
H 4.4950 5.3294 1.3212
H 1.6780 4.9374 -0.0548
N 0.6150 -0.3616 -3.6278
C 1.5380 0.5984 -3.8528
C 1.9960 0.5574 -5.3578
C 1.2260 -0.7176 -5.8108
C 0.4190 -1.1586 -4.7088
H -0.0050 -0.3306 -2.6538
H 1.9130 1.2004 -3.1218
H 2.5340 1.1154 -6.0528
H 1.3370 -1.1236 -6.8258
H -0.3100 -1.8536 -4.5968
C -1.0700 2.8074 3.0542
N -0.3990 3.8194 4.0282
O -0.8710 3.8084 5.1182
O 0.5230 4.5264 3.6842
H -2.0300 3.3314 2.8902
H -1.0220 1.7754 3.2192
H -0.4600 2.9314 2.1012
C 1.5250 -3.7926 0.8502
N 2.1370 -4.7616 1.8282
O 2.4320 -5.8906 1.3542
O 2.3320 -4.4376 2.9822
H 0.4940 -3.7336 1.2162
H 1.7970 -4.3286 -0.2018
H 1.8960 -2.8476 1.4272